i) Density functional theory data (ωB97M-V/def2-TZVPD) for the molecule C3H5N3O.

```
12
Properties=species:S:1:pos:R:3:mulliken_charge:R:1
C 0.455 1.304 -0.652 -0.104
C 1.359 1.429 0.253 -0.492
C -0.384 0.128 -1.179 -0.335
N -0.963 -1.375 1.833 0.053
N -0.365 -1.040 -0.243 -0.258
N -0.359 -0.637 1.092 0.128
O -1.217 -1.468 3.013 -0.450
H 0.328 2.230 -1.294 0.234
H 1.910 0.945 0.975 0.384
H -1.458 0.383 -1.349 0.239
H 0.228 -0.328 -2.091 0.275
H 0.468 -1.571 -0.358 0.326
```

As for the HOMO-LUMO gap (alpha / beta): 9.00 / 7.64 eV.

=====

ii) Density functional theory data (ωB97M-V/def2-TZVPD) for the molecule C3H5N3O.

```
12
Properties=species:S:1:pos:R:3:mulliken_charge:R:1
N -2.025 -0.774 0.738 -0.400
C -0.910 -0.215 0.192 0.338
N -0.886 0.930 -0.400 -0.603
C 0.527 1.203 -0.563 -0.224
C 1.164 -0.091 -0.133 0.594
O 2.468 -0.320 -0.239 -0.486
N 0.312 -0.918 0.355 -0.627
H -2.016 -1.768 0.899 0.248
H -2.899 -0.361 0.451 0.273
H 0.827 1.541 -1.559 0.298
H 0.807 1.987 0.154 0.222
H 2.632 -1.214 0.105 0.368
```

As for the HOMO-LUMO gap: 9.68 eV.

=====

Calculated relative energies: i) 0.2986; ii) 0.0000, given in hartree

=====

i) Density functional theory data (ωB97M-V/def2-TZVPD) for a structure of composition C3H5N3O.

```
12
Properties=species:S:1:pos:R:3:mulliken_charge:R:1
O -2.202 0.625 -0.564 -0.489
C -1.384 -0.107 0.233 0.070
C -0.108 0.421 0.716 0.144
N 0.545 1.125 -0.278 -0.467
N 1.650 0.445 -0.330 0.142
C 1.773 -0.604 0.669 -0.355
N 0.600 -0.512 1.364 -0.299
H -1.667 1.234 -1.100 0.339
H -0.729 -1.081 -0.495 0.008
H -1.894 -0.761 0.936 0.372
H 2.360 0.722 -1.001 0.215
H 1.053 -1.506 -0.151 0.320
```

As for the HOMO-LUMO gap (alpha / beta): 8.37 / 8.37 eV.

=====

ii) Density functional theory data (ωB97M-V/def2-TZVPD) for the molecule C3H5N3O.

```
12
Properties=species:S:1:pos:R:3:mulliken_charge:R:1
C 0.140 1.572 0.024 -0.583
C -1.086 0.859 0.027 0.218
C 1.525 -0.273 0.406 0.063
N 1.236 0.874 0.084 -0.236
N -1.039 -0.417 0.126 -0.245
N 2.058 -1.342 -0.120 -0.322
O -2.212 -1.128 0.126 -0.377
H 0.194 2.643 -0.031 0.393
H -2.030 1.413 -0.056 0.293
H 2.252 -2.122 0.486 0.259
H 1.935 -1.550 -1.105 0.221
H -2.972 -0.526 0.032 0.316
```

As for the HOMO-LUMO gap (alpha / beta): 7.85 / 7.85 eV.

=====

Calculated relative energies: i) 0.0896; ii) 0.0000, given in hartree

=====

i) Density functional theory data (ωB97M-V/def2-TZVPD) for the molecule C3H5N3O.

```
12
Properties=species:S:1:pos:R:3:mulliken_charge:R:1
C -1.351 -0.255 0.763 -0.817
C -0.775 0.118 -0.838 -0.692
C 0.691 0.022 -0.593 0.561
N 1.412 -1.134 -0.343 -0.236
N 2.561 -0.744 0.098 -0.108
O 2.437 0.612 0.376 -0.022
N 1.320 1.088 -0.134 -0.285
H -2.532 -0.490 0.742 0.281
H -0.665 -1.125 1.110 0.311
H -1.348 0.856 1.350 0.244
H -0.729 1.297 -0.841 0.255
H -1.021 -0.244 -1.690 0.507
```

As for the HOMO-LUMO gap: 11.13 eV.

=====

ii) Density functional theory data (ωB97M-V/def2-TZVPD) for a structure of composition C3H5N3O.

```
12
Properties=species:S:1:pos:R:3:mulliken_charge:R:1
O 2.047 0.209 1.302 -0.466
C 0.856 0.863 1.429 -0.301
C -0.249 0.215 0.013 0.951
N 0.235 1.321 -0.067 -0.504
N -1.261 -0.011 -2.085 -0.556
C -1.341 -0.996 -1.281 -0.142
N -0.768 -0.922 -0.006 -0.592
H 2.631 0.755 0.761 0.353
H 0.874 1.890 1.757 0.327
H 0.226 0.256 2.102 0.287
H -1.727 -0.195 -2.963 0.224
H -1.836 -1.943 -1.469 0.418
```

As for the HOMO-LUMO gap: 10.09 eV.

=====

Calculated relative energies: i) 0.0676; ii) 0.0000, given in hartree

=====

i) Density functional theory data (ωB97M-V/def2-TZVPD) for the molecule C3H5N3O.

```
12
Properties=species:S:1:pos:R:3:mulliken_charge:R:1
N 2.129 0.684 -0.249 -0.499
C 0.872 0.146 -0.077 0.524
C 0.504 -1.192 0.166 -0.541
N -0.920 -1.044 0.342 -0.059
C -1.243 0.205 0.078 0.456
O -2.527 0.557 -0.021 -0.491
N -0.200 0.993 -0.121 -0.651
H 2.901 0.146 0.117 0.257
H 2.172 1.661 0.013 0.273
H 0.380 -1.870 -0.679 0.182
H -1.525 -1.784 0.659 0.194
H -2.542 1.499 -0.229 0.356
```

As for the HOMO-LUMO gap: 8.49 eV.

=====

ii) Density functional theory data (ωB97M-V/def2-TZVPD) for a cluster of 2 separate species, C3H5N3O in total.

```
12
Properties=species:S:1:pos:R:3:mulliken_charge:R:1
N -1.770 -0.852 0.971 -0.488
C -0.655 -1.583 1.120 0.437
N 0.337 -2.170 1.275 -0.482
C 1.601 0.520 0.034 -0.482
O 1.875 -0.539 -0.670 -0.303
C 0.711 1.422 -0.725 0.263
N -0.561 1.360 -0.612 -0.587
H -2.568 -1.377 0.636 0.262
H -1.582 0.013 0.443 0.375
H 2.381 -1.153 -0.108 0.439
H 1.238 2.226 -1.262 0.375
H -1.008 2.132 -1.103 0.190
```

As for the HOMO-LUMO gap: 9.37 eV.

=====

Calculated relative energies: i) 0.0000; ii) 0.0939, given in hartree

=====

i) Density functional theory data (ωB97M-V/def2-TZVPD) for the molecule C3H5N3O.

```
12
Properties=species:S:1:pos:R:3:mulliken_charge:R:1
N -1.985 -0.532 0.922 -0.535
C -0.715 -0.171 0.459 0.259
N 0.372 -0.912 0.462 -0.644
C 1.305 -0.152 -0.202 0.506
O 2.531 -0.565 -0.627 -0.519
C 0.807 1.056 -0.570 -0.504
N -0.511 1.052 -0.102 -0.099
H -2.003 -1.492 1.247 0.289
H -2.685 -0.429 0.194 0.241
H 2.885 -1.334 -0.166 0.350
H 1.256 1.873 -1.107 0.399
H -1.256 1.603 -0.510 0.258
```

As for the HOMO-LUMO gap: 8.57 eV.

=====

ii) Density functional theory data (ωB97M-V/def2-TZVPD) for the molecule C3H5N3O.

```
12
Properties=species:S:1:pos:R:3:mulliken_charge:R:1
N 0.398 1.708 -0.004 -0.470
C 0.399 0.313 -0.061 0.271
C 1.549 -0.342 -0.232 -0.239
O 1.398 -1.664 -0.178 -0.195
N 0.027 -1.916 0.035 -0.485
C -0.561 -0.743 0.112 0.271
N -1.908 -0.621 0.407 -0.503
H 0.400 2.253 -0.843 0.208
H 0.672 2.150 0.850 0.205
H 2.404 0.318 -0.333 0.425
H -2.389 0.056 -0.171 0.243
H -2.390 -1.511 0.418 0.271
```

As for the HOMO-LUMO gap: 10.07 eV.

=====

Calculated relative energies: i) 0.0000; ii) 0.0726, given in hartree

=====

i) Density functional theory data (ωB97M-V/def2-TZVPD) for the molecule C3H5N3O.

```
12
Properties=species:S:1:pos:R:3:mulliken_charge:R:1
N -1.596 0.350 -0.549 -0.584
C -0.982 -0.489 0.460 -0.469
C 0.510 -0.291 0.258 0.361
C 1.111 0.919 0.261 -0.235
N 2.434 0.732 -0.093 -0.268
N 2.621 -0.503 -0.272 -0.143
O 1.415 -1.180 -0.153 -0.151
H -2.584 0.050 -0.739 0.228
H -1.040 0.193 -1.357 0.234
H -1.199 -1.563 0.324 0.317
H -1.469 -0.141 1.386 0.279
H 0.778 1.923 0.473 0.430
```

As for the HOMO-LUMO gap: 10.77 eV.

=====

ii) Density functional theory data (ωB97M-V/def2-TZVPD) for the molecule C3H5N3O.

```
12
Properties=species:S:1:pos:R:3:mulliken_charge:R:1
N -0.577 -1.707 -1.111 -0.465
C -0.257 -0.568 -0.442 0.702
N 0.844 0.085 -0.544 -0.734
C 0.651 1.270 0.272 0.256
O 1.706 1.488 1.151 -0.495
N -0.644 1.165 0.979 -0.490
C -1.186 0.118 0.507 -0.203
H -1.323 -2.285 -0.761 0.220
H 0.174 -2.184 -1.587 0.262
H 0.550 2.150 -0.379 0.252
H 2.246 0.688 1.131 0.348
H -2.184 -0.220 0.784 0.345
```

As for the HOMO-LUMO gap: 10.20 eV.

=====

Calculated relative energies: i) 0.0748; ii) 0.0000, given in hartree